# 1
98
Properties=species:S:1:pos:R:3:lowdin_charge:R:1 method="wB97M-V/def2-TZVPD" multiplicity=3 energy_ev=-169187.0158 e_homo_ev="-7.493 / -7.835"
W 0.8054 -0.5696 -0.3212 1.642
C -3.0019 6.4066 -0.1751 -0.049
C -1.5476 6.1355 -0.5887 -0.558
C -1.2802 6.7344 -1.9785 -0.042
C -0.6316 6.8248 0.4250 -0.067
C -1.2932 4.6313 -0.6670 -0.168
C -0.1691 4.0405 -0.1177 -0.064
C 0.0331 2.6787 -0.2861 -0.497
Se 1.6046 1.7360 0.2918 0.880
C 0.8439 -0.8228 1.8181 -0.183
C 1.4392 -0.6239 3.0364 -0.031
C 1.1138 -1.4750 4.0955 -0.117
C 0.2479 -2.5689 3.8471 0.042
C -0.4054 -2.7992 2.6588 -0.061
C -0.2244 -1.7791 1.6793 -0.338
O -0.8661 -1.5673 0.5627 -0.108
C -1.2503 -4.0626 2.4861 -0.533
C -1.8177 -4.2078 1.0698 -0.045
C -0.3282 -5.2681 2.7424 -0.037
C -2.4045 -4.0636 3.4961 -0.037
C 1.6827 -1.2914 5.4911 -0.554
C 2.4775 0.0114 5.6206 -0.061
C 0.5092 -1.2316 6.4878 -0.038
C 2.6011 -2.4702 5.8423 -0.032
C -0.8733 1.8760 -0.9757 -0.352
O -0.5444 0.5759 -1.1148 -0.349
C -2.0286 2.4507 -1.5392 -0.083
C -2.1862 3.8172 -1.3721 0.024
C -3.0390 1.6111 -2.3248 -0.526
C -2.3651 1.1037 -3.6095 -0.026
C -4.2697 2.4232 -2.7359 -0.067
C -3.5293 0.4364 -1.4602 -0.031
H -3.1622 7.4783 -0.0445 0.084
H -3.7124 6.0558 -0.9224 0.073
H -3.2248 5.9055 0.7685 0.092
H -1.4097 7.8190 -1.9606 0.085
H -0.2584 6.5150 -2.2927 0.090
H -1.9607 6.3207 -2.7240 0.081
H -0.8853 7.8845 0.4745 0.084
H -0.7563 6.3975 1.4215 0.091
H 0.4174 6.7464 0.1365 0.081
H 0.5727 4.6060 0.4292 0.100
H 2.1816 0.1540 3.1487 0.096
H 0.0707 -3.2665 4.6558 0.110
H -1.0164 -4.1685 0.3319 0.073
H -2.3236 -5.1709 0.9828 0.089
H -2.5332 -3.4189 0.8462 0.085
H 0.5349 -5.2294 2.0766 0.069
H 0.0310 -5.2886 3.7726 0.078
H -0.8711 -6.1956 2.5531 0.090
H -3.0395 -3.1879 3.3518 0.092
H -3.0140 -4.9588 3.3637 0.089
H -2.0335 -4.0566 4.5225 0.077
H 1.8743 0.8720 5.3279 0.093
H 2.7817 0.1471 6.6585 0.087
H 3.3811 -0.0108 5.0102 0.088
H -0.2192 -0.4797 6.1800 0.096
H -0.0034 -2.1903 6.5700 0.078
H 0.8835 -0.9646 7.4767 0.087
H 3.4664 -2.4924 5.1781 0.094
H 2.9599 -2.3671 6.8674 0.090
H 2.0813 -3.4252 5.7572 0.080
H -3.0487 4.2807 -1.8274 0.093
H -2.0895 1.9438 -4.2493 0.096
H -1.4555 0.5527 -3.3847 0.045
H -3.0461 0.4536 -4.1636 0.091
H -4.0066 3.2189 -3.4352 0.085
H -4.9805 1.7632 -3.2349 0.087
H -4.7644 2.8638 -1.8686 0.089
H -2.7130 -0.1764 -1.0900 0.061
H -4.0781 0.8180 -0.5965 0.093
H -4.1992 -0.2025 -2.0404 0.086
Cl 5.8790 -3.7018 -3.7687 0.671
C 4.5480 -3.4197 -2.7135 -0.708
C 3.8458 -4.4932 -2.1756 -0.711
Cl 4.2983 -6.1094 -2.5582 0.670
C 2.7569 -4.2608 -1.3305 -0.612
Cl 1.8208 -5.5570 -0.6861 0.715
C 2.3797 -2.9605 -1.0346 -0.383
O 1.3215 -2.6262 -0.3148 -0.221
C 3.1127 -1.8720 -1.5557 -0.377
O 2.6559 -0.6798 -1.1896 -0.289
C 4.1801 -2.1048 -2.4067 -0.615
Cl 4.9911 -0.7639 -3.1118 0.741
N 0.3971 -1.4955 -2.8199 0.076
C 1.1621 -0.7960 -3.8310 -0.294
C 1.7282 -1.5162 -4.8753 -0.041
C 2.4503 -0.8710 -5.8681 -0.088
C 2.6054 0.5039 -5.8367 -0.098
C 2.0621 1.2252 -4.7845 -0.072
C 1.3546 0.5822 -3.7817 -0.042
H 0.5095 -2.4929 -2.9548 0.102
H -0.5878 -1.2667 -2.9042 0.088
H 1.6143 -2.5948 -4.9085 0.117
H 2.8871 -1.4492 -6.6718 0.106
H 3.1476 1.0108 -6.6241 0.103
H 2.1886 2.2988 -4.7312 0.108
H 0.9577 1.1724 -2.9739 0.089


# 2
12
Properties=species:S:1:pos:R:3:lowdin_charge:R:1 method="wB97M-V/def2-TZVPD" energy_ev=-8799.6097 e_homo_ev="-7.453 / -7.427" relative_energy_ev=3.809
O -0.0257 0.6522 -2.0116 0.096
C -0.1113 0.3330 -0.7140 -0.326
C -1.2109 -0.5475 -0.3098 -0.152
C -1.0225 -1.3449 1.0207 -0.037
N 0.1405 -1.1769 1.6406 -0.030
C 0.8000 0.7138 0.2405 -0.027
C 0.9204 -0.1326 1.3658 -0.127
H 0.8182 1.0969 -2.1835 0.124
H 1.5733 1.4539 0.0440 0.111
H -2.0518 0.0816 0.0235 0.137
H -1.6132 -1.1443 -1.1350 0.121
H 1.7831 0.0149 2.0188 0.110


# 3
21
Properties=species:S:1:pos:R:3:lowdin_charge:R:1 method="wB97M-V/def2-TZVPD" energy_ev=-9965.6868 e_homo_ev=-7.802 relative_energy_ev=5.488
C 0.9298 -0.0310 -0.4332 -0.465
C 1.9261 0.2995 -1.5205 -0.050
C 1.4071 0.1701 0.9884 -0.039
C -1.8182 -0.9945 1.3412 -0.035
C -1.6038 -0.3191 0.0199 -0.411
N -2.0099 0.9290 -0.2702 0.055
C -0.6357 -0.7102 -0.9063 -0.198
O 0.5027 -1.4337 -0.5894 -0.038
H 0.1140 1.3619 -0.4485 0.129
H -2.5897 1.3551 0.4480 0.087
H -0.9597 1.5446 -0.3814 0.075
H -0.7566 -0.4298 -1.9475 0.144
H 2.7747 -0.3877 -1.4504 0.090
H 1.4818 0.1866 -2.5091 0.084
H 1.8389 1.1641 1.1046 0.086
H 2.1661 -0.5841 1.2169 0.094
H 0.5979 0.0621 1.7062 0.067
H 2.2836 1.3242 -1.4180 0.084
H -1.5993 -0.3206 2.1767 0.077
H -2.8615 -1.3073 1.4420 0.080
H -1.1884 -1.8793 1.4303 0.083


# 4
14
Properties=species:S:1:pos:R:3:lowdin_charge:R:1 method="wB97M-V/def2-TZVPD" energy_ev=-9843.7597 e_homo_ev=-8.584 relative_energy_ev=3.520 smiles="OCC1=CONC1"
O -0.5056 0.6381 2.2413 -0.060
C -0.1974 1.2570 1.0004 -0.233
C -0.0789 0.2689 -0.1002 -0.221
C 0.9039 -0.8603 -0.0709 -0.163
N 0.5455 -1.6614 -1.2371 0.051
C -0.8678 0.1118 -1.1596 -0.118
O -0.6401 -0.9718 -1.9234 -0.068
H -1.2791 0.0790 2.0929 0.092
H -0.9387 2.0222 0.7297 0.120
H 0.7561 1.7620 1.1737 0.123
H 0.7879 -1.4594 0.8219 0.111
H 1.9621 -0.5733 -0.1329 0.129
H 1.2088 -1.3840 -1.9407 0.101
H -1.6566 0.7712 -1.4951 0.136


# 5
38
Properties=species:S:1:pos:R:3:lowdin_charge:R:1 method="wB97M-V/def2-TZVPD" energy_ev=-41285.9993 e_homo_ev=-7.622 relative_energy_ev=0.000
Au -10.0099 -5.4060 12.1365 0.780
N -5.6801 -5.6289 6.5102 0.100
C -6.6099 -5.0495 7.3164 -0.330
C -6.3699 -4.9586 8.7025 -0.045
C -7.2987 -4.3398 9.5211 -0.078
C -8.4863 -3.8180 8.9711 -0.308
C -8.7749 -3.9508 7.5927 -0.061
C -7.8414 -4.5763 6.7899 -0.037
S -9.6438 -3.0344 10.0280 0.591
O -10.5563 -2.1884 9.2850 -0.311
O -8.9292 -2.5362 11.1846 -0.351
N -10.6033 -4.3118 10.6110 -0.312
C -11.6207 -4.9254 9.9070 -0.510
N -11.8407 -4.6506 8.6262 0.110
C -12.8745 -5.1936 7.9973 -0.129
C -13.7648 -6.0695 8.6341 -0.067
C -13.4436 -6.3417 9.9712 -0.144
N -12.3876 -5.8039 10.5954 0.065
H -4.7518 -5.7183 6.8627 0.088
H -5.8088 -5.5850 5.5103 0.098
H -5.4504 -5.3804 9.1397 0.112
H -7.0900 -4.3110 10.6041 0.113
H -9.7385 -3.5832 7.1810 0.118
H -8.0339 -4.7096 5.6996 0.119
H -12.9482 -4.8937 6.9473 0.109
H -14.6098 -6.5608 8.1398 0.093
H -14.0315 -7.0068 10.5948 0.099
C -7.8561 -9.3556 11.7729 -0.025
N -8.0681 -8.9679 13.1603 -0.194
C -7.5294 -9.7199 14.2967 -0.028
C -8.6277 -7.8129 13.4127 -0.257
N -9.2073 -6.7956 13.4991 0.028
H -7.8149 -10.4395 11.6707 0.090
H -6.9019 -8.9730 11.3854 0.095
H -8.6785 -8.9510 11.1739 0.099
H -7.5575 -10.7904 14.1093 0.089
H -8.1375 -9.5063 15.1862 0.099
H -6.5055 -9.4159 14.5190 0.090


# 6
19
Properties=species:S:1:pos:R:3:lowdin_charge:R:1 method="wB97M-V/def2-TZVPD" energy_ev=-33071.4022 e_homo_ev=-7.954 relative_energy_ev=4.901 smiles=CCN(C)[Si@@H]([SiH3])Cl
C 1.8362 -2.0257 -0.2698 -0.115
C 1.0545 0.9565 1.0177 -0.204
C 0.8637 -0.9502 -0.6823 -0.418
N 0.4634 -0.2875 0.4931 -0.275
Si -2.3122 1.7845 -0.6153 0.417
Si -1.7424 -0.0055 0.5988 0.032
Cl -2.4012 -1.7176 -0.0561 0.363
H 1.8023 -2.0773 0.8241 0.071
H 1.5013 -3.0373 -0.5532 0.070
H 2.8704 -1.8309 -0.5405 0.062
H 0.2673 1.5675 1.4946 0.033
H 1.8525 0.7684 1.8141 0.081
H 1.6548 1.6144 0.3017 0.087
H 1.2825 -0.3539 -1.5285 0.115
H 0.0448 -1.5731 -1.1268 0.061
H -3.5344 1.8776 -1.4752 -0.128
H -1.3972 2.1688 -1.8766 -0.066
H -2.5272 3.0662 0.2114 -0.101
H -1.5791 0.0549 1.9685 -0.085


# 7
23
Properties=species:S:1:pos:R:3:lowdin_charge:R:1 method="wB97M-V/def2-TZVPD" energy_ev=-17131.3304 e_homo_ev="-6.375 / -6.939" relative_energy_ev=3.929
C -1.8512 1.0665 1.9603 -0.016
C -2.0715 0.5848 0.7585 -0.022
C 2.7560 0.5877 0.6077 -0.111
C 2.2708 -0.6746 0.8549 -0.037
C 2.0851 1.4791 -0.1475 0.019
C 1.0061 -1.0503 0.3612 0.001
C 0.6877 1.1733 -0.6753 -0.040
C 0.1406 -0.1939 -0.3187 -0.197
C -2.3437 -0.2074 -0.3134 -0.545
C 0.2134 2.1741 -1.4606 -0.048
C -1.0870 -2.0315 -1.1620 -0.040
N -1.0268 -0.6297 -0.7668 -0.058
O -3.3415 -0.5618 -0.8952 0.020
O -0.0676 2.9626 -2.2392 0.276
H -1.6134 2.0754 1.9346 0.016
H 3.8399 0.6146 0.8326 0.125
H 2.9073 -1.4102 1.3532 0.120
H 2.4208 2.4204 -0.3712 0.086
H 0.6320 -1.8323 0.8997 0.093
H -1.9362 -2.0664 -1.8810 0.097
H -0.2155 -2.4126 -1.8647 0.142
H -1.3808 -2.6151 -0.3403 0.079
H -2.0244 0.5472 2.8734 0.040


# 8
11
Properties=species:S:1:pos:R:3:lowdin_charge:R:1 method="wB97M-V/def2-TZVPD" energy_ev=-30973.1828 e_homo_ev=-3.428 relative_energy_ev=0.492 smiles="O=COC([O-])=C(S)S" charge=-1
C -1.1862 1.0372 0.8363 -0.433
C 0.5792 0.6416 -0.5839 -0.706
C 0.4359 -0.6891 -0.3340 -1.014
O -0.6651 1.3450 -0.4114 -0.001
O -2.1125 1.6279 1.3042 0.049
O 1.4785 1.4124 -0.8608 0.000
S 1.8725 -1.7541 -0.7582 0.567
S -1.0902 -1.5568 -0.3284 0.661
H -0.6209 0.2808 1.4120 0.102
H 2.7758 -0.8334 -1.3270 -0.126
H -1.4670 -1.5113 1.0511 -0.099


# 9
42
Properties=species:S:1:pos:R:3:lowdin_charge:R:1 method="wB97M-V/def2-TZVPD" energy_ev=-88048.0799 e_homo_ev=-8.592 relative_energy_ev=2.486 smiles="CC(C)=C[C@@H]1CC[C@]2(C)[C@@H](Br)CC[C@@](C)(O)[C@@H]12"
Br -4.2634 1.9078 -1.0991 0.690
O -1.4180 -2.2320 -0.0414 -0.002
C 3.3349 0.4266 0.0531 -0.294
C 1.9710 0.5304 0.3598 -0.039
C 4.2297 0.7288 1.2319 -0.086
C 3.9930 0.0072 -1.2493 -0.051
C -0.3158 -1.8617 2.0910 -0.029
C -2.4496 -0.8679 1.6844 -0.113
C -2.1044 -0.3091 -1.8825 -0.048
C -0.5929 1.7000 -1.5089 -0.163
C -3.4828 -0.0763 0.7616 -0.222
C 0.6660 1.0782 -1.7065 -0.191
C -1.1692 -1.2521 0.9718 -0.539
C -1.4911 0.6540 -0.7664 -0.374
C -0.5244 0.0156 0.3472 -0.095
C -2.8046 1.0814 -0.0374 -0.621
C 0.8245 0.1258 -0.5187 -0.242
H -0.5878 -2.7159 -0.0969 0.099
H 1.6266 0.8594 1.2919 0.084
H 4.3607 -0.2172 1.6964 0.064
H 5.2041 1.1998 1.0626 0.077
H 3.7446 1.3705 1.9743 0.076
H 4.2799 -1.1196 -1.1045 0.126
H 3.3487 0.0194 -2.0559 0.024
H 4.8245 0.6033 -1.6134 0.078
H -0.5946 -2.8833 2.4122 0.099
H -0.0637 -1.2038 3.0037 0.124
H 0.6197 -1.9544 1.5985 0.058
H -2.2759 -0.2919 2.5987 0.116
H -2.9557 -1.8074 2.0904 0.146
H -1.3305 -0.8891 -2.2787 0.056
H -2.5648 0.3755 -2.5657 0.035
H -2.9228 -1.0096 -1.4532 0.103
H -0.4278 2.6500 -0.9860 0.140
H -0.9256 1.9764 -2.4297 0.086
H -4.0297 -0.7697 0.1159 0.091
H -4.2103 0.4592 1.3670 0.088
H 1.6296 1.7077 -1.6713 0.150
H 0.6530 0.4296 -2.5568 0.108
H -0.4669 0.5993 1.2379 0.127
H -2.4008 1.7735 0.7519 0.116
H 1.0624 -0.8183 -1.0798 0.150


# 10
14
Properties=species:S:1:pos:R:3:lowdin_charge:R:1 method="wB97M-V/def2-TZVPD" energy_ev=-14554.7372 e_homo_ev=-12.935 relative_energy_ev=0.328 charge=+1
N -2.2205 -0.1677 -0.8246 0.273
H -2.2057 -0.7899 -1.6299 0.151
H -2.9788 0.4888 -0.9698 0.144
H -2.4875 -0.6241 0.0471 0.152
H -1.3101 0.3792 -0.8307 0.023
C 1.9790 -0.6931 -0.5490 -0.353
S 0.7958 0.6721 -0.3565 0.782
C 0.5124 0.7716 1.3860 -0.435
H 2.8968 -0.3442 -0.0792 0.045
H 2.1555 -0.8511 -1.6066 0.041
H 1.5908 -1.5528 -0.0163 0.040
H 0.0803 1.7696 1.5346 0.041
H -0.2112 0.1239 1.8825 0.040
H 1.4033 0.8179 2.0124 0.055


# 11
49
Properties=species:S:1:pos:R:3:lowdin_charge:R:1 method="wB97M-V/def2-TZVPD" multiplicity=6 energy_ev=-37220.7345 e_homo_ev="-12.549 / -16.014" relative_energy_ev=2.263 charge=+2
C -1.3863 2.2917 -1.2708 -0.101
C -0.8036 1.2864 -2.1939 -0.226
N -0.3990 0.1437 -1.6370 -0.058
C -0.4381 -1.0117 -2.3414 -0.278
C -0.1781 -0.9559 -3.6965 0.041
C -0.3112 0.2736 -4.3318 -0.030
C -0.7149 1.3972 -3.5905 0.094
C -1.0204 -2.1173 -1.5338 -0.209
P -0.4733 -2.3348 0.2634 0.815
H -0.9199 2.3516 -4.0465 0.144
H 0.0486 -1.8801 -4.2233 0.144
H -0.1627 0.3410 -5.4187 0.132
C 0.5746 2.7115 0.0331 -0.053
C -1.5923 2.7247 1.1360 -0.059
H -1.0101 -3.0972 -2.0203 0.129
H -2.4739 2.1767 -1.2024 0.145
H -1.1775 3.3063 -1.6100 0.147
C 1.0613 -3.0730 0.6469 -0.206
C -1.8248 -3.3654 0.8368 -0.186
H 1.2275 -3.0275 1.7278 0.078
H 1.0253 -4.1215 0.3573 0.076
H 1.9023 -2.5855 0.1587 0.057
H -2.0244 -3.1647 1.8858 0.064
H -2.7314 -3.1679 0.2651 0.065
H -1.5203 -4.4017 0.7057 0.075
H -1.6981 3.7937 0.9469 0.112
H -2.5777 2.2650 1.1446 0.095
H -1.1329 2.5781 2.1116 0.093
H 0.4830 3.7571 -0.2789 0.117
H 1.0435 2.6719 1.0134 0.077
H 1.2164 2.1885 -0.6760 0.101
C -1.0531 -0.3614 2.3075 -0.279
O -1.2690 -0.5302 3.4365 0.155
Ir -0.6293 -0.0558 0.4710 1.205
O -2.5794 -0.8248 -0.3153 -0.141
H -1.9802 -1.7331 -1.4556 0.030
H -3.0936 -0.1982 -0.8623 0.088
N -0.7707 2.0923 0.0820 -0.372
C 3.5663 -0.2864 1.4550 -0.028
C 2.1646 0.0037 1.9601 -0.506
C 2.1746 1.1769 2.9393 -0.019
O 1.3596 0.3096 0.8354 -0.225
H 3.9380 0.5773 0.8906 0.102
H 3.5685 -1.1528 0.7911 0.071
H 4.2585 -0.4821 2.2794 0.105
H 1.7780 -0.8905 2.4836 0.127
H 2.5984 2.0678 2.4386 0.098
H 1.1549 1.4072 3.2910 0.080
H 2.8020 0.9259 3.8107 0.114


# 12
8
Properties=species:S:1:pos:R:3:lowdin_charge:R:1 method="wB97M-V/def2-TZVPD" energy_ev=-6696.0977 e_homo_ev=-11.440 relative_energy_ev=0.394
C -0.6014 -0.2032 0.3310 -0.281
C 0.6748 -2.3535 -1.6674 -0.056
C -0.3398 1.1445 0.6558 -0.080
N -0.8693 -1.2960 0.0746 0.124
O 1.7028 -1.9059 -1.5556 0.016
H 0.1165 1.6876 -0.1877 0.096
H 0.5391 1.2640 1.2474 0.072
H -1.2226 1.6625 1.1020 0.108